(1)
# C24H27BrLaN2O4

A molecular structure, C24H27BrLaN2O4 at a distorted geometry (ωB97M-V with the def2-TZVPD basis set, the OMol25 dataset).

Summary:
Net charge = -1
E_HOMO = -3.5 eV
Lowest unoccupied orbital energy = 0.0854 Eh
Energy relative to the best compared isomer or geometry (same formula, charge and spin) = 197.5 kJ/mol
DFT total energy = -107398.89364 eV

Element x y z (Å)
La (0.01235, -0.14095, 0.54084)
C (1.12905, 2.47425, 1.30798)
C (0.40213, 3.04765, 0.25132)
C (-0.96472, 2.74284, 0.44440)
C (-1.09310, 1.99227, 1.63380)
C (0.21992, 1.80991, 2.17590)
C (0.54878, 1.39342, 3.59351)
C (-2.40556, 1.71336, 2.31927)
C (-2.11618, 3.19149, -0.41430)
C (0.96349, 3.95901, -0.80287)
C (2.61263, 2.58254, 1.51983)
H (1.26324, 0.56847, 3.65622)
H (-0.35303, 1.09333, 4.12819)
H (0.98109, 2.24285, 4.13122)
H (-3.12295, 1.21972, 1.65716)
H (-2.86670, 2.64590, 2.66109)
H (-2.27442, 1.07286, 3.19216)
H (-2.50238, 2.38735, -1.05045)
H (-1.81344, 4.01163, -1.06679)
H (-2.94743, 3.54361, 0.20243)
H (0.39256, 3.90659, -1.73201)
H (1.99915, 3.70547, -1.03819)
H (0.94246, 4.99940, -0.46186)
H (3.15123, 1.76486, 1.03006)
H (2.86273, 2.54918, 2.58249)
H (2.99268, 3.52469, 1.11905)
Br (0.54680, 1.17658, -2.70262)
C (-0.56114, -0.35827, -2.84425)
C (-0.92208, -0.87650, -4.07151)
C (-1.71698, -2.01646, -4.06515)
C (-2.09645, -2.57877, -2.85692)
C (-1.70631, -1.95900, -1.68282)
N (-0.96398, -0.84328, -1.68468)
C (-2.11265, -2.46044, -0.28280)
O (-2.63340, -3.56625, -0.20839)
O (-1.86509, -1.62478, 0.63940)
H (-0.58456, -0.41096, -4.98535)
H (-2.03109, -2.45192, -5.00522)
H (-2.68441, -3.48330, -2.79684)
C (4.25846, -0.85184, 2.70992)
C (3.18102, -1.65202, 3.40945)
C (3.48394, -2.14814, 4.67300)
C (2.56010, -2.81978, 5.45324)
C (1.27681, -2.98450, 4.94874)
C (0.91902, -2.52151, 3.69876)
C (-0.48201, -2.70484, 3.20536)
C (1.87538, -1.85300, 2.87389)
N (1.41837, -1.48141, 1.64616)
H (5.21114, -0.99311, 3.22430)
H (4.02446, 0.21645, 2.73597)
H (4.38514, -1.13087, 1.66868)
H (4.48780, -1.99567, 5.05709)
H (2.82968, -3.20198, 6.43035)
H (0.52772, -3.49344, 5.54740)
H (-1.07069, -3.29345, 3.90912)
H (-0.50042, -3.20460, 2.23633)
H (-0.98118, -1.74021, 3.07250)
O (1.71956, -0.59444, -0.46868)
O (2.38861, -0.86654, 0.76910)

Löwdin population analysis, charges in e, atoms 1 to 6: atom 1 (La): 1.994, atom 2 (C): -0.292, atom 3 (C): -0.295, atom 4 (C): -0.300, atom 5 (C): -0.399, atom 6 (C): -0.403

(2)
# C15H32BrF3NO7P2Si2

A molecular structure, C15H32BrF3NO7P2Si2 at a distorted geometry (ωB97M-V with the def2-TZVPD basis set, the OMol25 dataset).

Summary:
Net charge = -3
E_HOMO = 4.0 eV
Lowest unoccupied orbital energy = 0.2088 Eh
DFT total energy = -144427.18953 eV

Element x y z (Å)
C (0.96835, -0.11546, 4.21936)
C (0.78804, -1.40464, 3.40441)
C (-0.26902, -1.29998, 2.31330)
O (-0.50542, 0.09837, 1.86935)
Si (-1.29323, 0.02861, 0.44311)
C (-2.42866, 1.54190, 0.40246)
C (-1.70047, 2.78302, 0.99590)
C (-2.18329, 4.07952, 0.42048)
N (-1.90056, 4.27172, -0.93510)
O (-2.76900, 4.95392, 1.06241)
C (-2.34380, -1.48405, 0.26436)
C (-2.80538, -1.74807, -1.18184)
C (-4.23319, -1.40604, -1.46236)
F (-4.62398, -1.79343, -2.72240)
F (-4.48273, -0.05646, -1.42794)
F (-5.11921, -1.96357, -0.61415)
O (-0.26957, 0.22419, -0.87146)
Si (1.31698, -0.16481, -0.78335)
C (1.58170, -1.74737, -1.75443)
Br (0.55201, -3.00564, -0.63722)
C (1.07812, -1.80826, -3.18815)
C (1.86807, -0.93976, -4.17996)
P (2.52167, 1.55900, -1.60058)
C (4.23536, 1.10466, -1.07344)
C (2.06615, 3.08097, -0.63020)
C (3.30623, 3.91432, -0.26437)
H (1.42822, -0.34460, 5.18802)
H (0.00628, 0.35747, 4.42800)
H (1.63224, 0.59105, 3.71520)
H (0.55636, -2.26490, 4.03146)
H (1.73821, -1.64717, 2.91928)
H (0.09213, -1.88314, 1.46943)
H (-1.21487, -1.71497, 2.65959)
H (-3.31360, 1.31579, 0.99807)
H (-2.71112, 1.73934, -0.63418)
H (-0.63218, 2.69229, 0.77628)
H (-1.78883, 2.79876, 2.08048)
H (-2.08041, 3.44587, -1.48966)
H (-2.47122, 5.03583, -1.27477)
H (-1.85435, -2.44508, 0.64796)
H (-3.21140, -1.31289, 0.91210)
H (-2.73001, -2.83092, -1.33976)
H (-2.18626, -1.26250, -1.94022)
H (1.83773, -0.45733, 0.56985)
H (2.63440, -2.04110, -1.70368)
H (1.17630, -2.84887, -3.51542)
H (0.01219, -1.58138, -3.24123)
H (1.93978, -1.40714, -5.16314)
H (2.87594, -0.73320, -3.80662)
H (1.40903, 0.04734, -4.27383)
H (4.37017, 1.20233, 0.00549)
H (4.95611, 1.74604, -1.58077)
H (4.42686, 0.06794, -1.35309)
H (1.55580, 2.83701, 0.30187)
H (1.44380, 3.69754, -1.27644)
H (3.02359, 4.96150, -0.12571)
H (3.77160, 3.54199, 0.64851)
H (4.04714, 3.90522, -1.06922)
O (0.64038, -4.36533, 2.44054)
P (-0.82561, -4.81437, 2.07916)
O (-0.86316, -6.30231, 1.64411)
O (-1.31005, -3.87445, 0.88134)
O (-1.73634, -4.55425, 3.32280)

Löwdin population analysis, charges in e, atoms 1 to 6: atom 1 (C): -0.133, atom 2 (C): -0.228, atom 3 (C): -0.253, atom 4 (O): -0.210, atom 5 (Si): 0.312, atom 6 (C): -0.178

(3)
# C34H57N3O2SSiTl

A molecular structure, C34H57N3O2SSiTl at a distorted geometry (ωB97M-V with the def2-TZVPD basis set, the OMol25 dataset).

Summary:
Net charge = +1
E_HOMO (spin up / spin down) = -9.1 / -9.1 eV
Lowest unoccupied orbital energy (spin up / spin down) = -0.1560 / -0.1563 Eh
Energy relative to the best compared isomer or geometry (same formula, charge and spin) = 17.3 kJ/mol
DFT total energy = -68144.60092 eV

Element x y z (Å)
O (1.62482, -2.19895, -2.15194)
O (0.90980, -0.97720, -3.84507)
C (2.93902, -2.87856, -1.86521)
C (3.32920, -2.86455, -0.40966)
H (3.68304, -2.32315, -2.48266)
H (2.81867, -3.90358, -2.23697)
H (3.24980, -1.89820, 0.09992)
H (4.37948, -3.15663, -0.33234)
H (2.76294, -3.61826, 0.14862)
C (0.51073, -2.83002, -1.49070)
C (0.14663, -4.03206, -2.30027)
H (-0.26778, -2.07114, -1.43092)
H (0.79030, -3.08162, -0.46651)
H (0.18439, -3.81568, -3.37045)
H (-0.86301, -4.34996, -2.01810)
H (0.86860, -4.82882, -2.11373)
C (-0.32472, -0.21564, -4.22938)
C (2.03449, -0.82085, -4.75078)
C (-1.51651, -0.91180, -3.66232)
H (-0.33144, -0.24132, -5.32199)
H (-0.17147, 0.81477, -3.87317)
H (-1.44055, -2.00472, -3.81762)
H (-2.44067, -0.54575, -4.14169)
H (-1.62526, -0.70864, -2.58333)
C (2.01991, -2.14854, -5.44809)
H (2.93030, -0.55574, -4.18214)
H (1.74546, 0.00869, -5.43249)
H (2.15855, -2.98357, -4.74842)
H (2.82692, -2.17793, -6.15580)
H (1.05557, -2.30416, -5.93939)
H (1.13163, -1.92251, -3.28311)
N (-0.96540, -0.32137, 3.34435)
C (-1.78181, 0.14217, 4.26477)
C (-2.55533, 1.30821, 4.09348)
C (-2.77347, 2.04500, 2.91297)
C (-1.89519, -0.51127, 5.62822)
H (-1.74172, -1.59733, 5.58689)
H (-2.90363, -0.29962, 6.01017)
H (-1.15898, -0.04951, 6.30620)
C (-3.73558, 3.21247, 3.07445)
H (-4.12003, 3.56116, 2.10895)
H (-3.27593, 4.05803, 3.61305)
H (-4.57839, 2.85593, 3.68303)
N (-2.24152, 1.71251, 1.76099)
C (-0.51448, -1.62184, 3.17179)
C (0.83737, -1.94428, 3.44175)
C (1.70882, -0.98095, 4.17556)
C (1.35538, -3.15614, 2.99859)
H (2.40597, -3.36088, 3.19869)
C (0.53322, -4.08755, 2.35165)
H (0.95617, -5.03005, 2.00818)
C (-0.82050, -3.80724, 2.15974)
H (-1.48224, -4.52625, 1.68389)
C (-1.35336, -2.58489, 2.56392)
C (-2.80432, -2.28386, 2.38293)
C (-2.27386, 2.33947, 0.52767)
C (-1.70498, 3.63113, 0.32706)
C (-1.22671, 4.47298, 1.47044)
C (-1.57205, 4.10652, -0.98741)
H (-1.11996, 5.09181, -1.12926)
C (-1.99223, 3.34145, -2.06975)
H (-1.88409, 3.75392, -3.08563)
C (-2.58623, 2.10142, -1.88777)
H (-2.97104, 1.52542, -2.73936)
C (-2.69306, 1.56435, -0.60329)
C (-3.19770, 0.16754, -0.39480)
Tl (0.66664, 1.37639, 1.73036)
H (2.52897, -1.54268, 4.63970)
H (1.18005, -0.42391, 4.96491)
H (2.16059, -0.24148, 3.49339)
H (-2.94892, -1.26482, 1.99757)
H (-3.36063, -2.35990, 3.33357)
H (-3.24232, -2.99707, 1.67236)
H (-0.59714, 5.28412, 1.08543)
H (-0.61858, 3.94067, 2.22130)
H (-2.06151, 4.93766, 2.01430)
H (-3.94115, 0.14381, 0.41124)
H (-2.37724, -0.51970, -0.12776)
H (-3.67306, -0.22678, -1.30418)
H (-3.10296, 1.62515, 4.97408)
C (1.07330, 1.14820, -0.30399)
Si (2.30626, 2.10417, -1.36275)
H (0.18330, 1.02754, -0.93224)
H (1.55312, 0.12311, -0.36500)
C (3.87102, 1.23112, -1.86754)
C (2.59293, 3.55665, -0.22937)
C (1.66304, 2.77576, -3.00052)
H (2.11751, 3.77287, -3.14050)
H (0.57329, 2.89817, -3.03465)
H (1.96601, 2.12758, -3.84426)
H (4.59395, 1.30913, -1.04993)
H (4.27224, 1.75328, -2.74864)
H (3.74204, 0.17094, -2.11233)
H (3.01858, 3.16759, 0.70240)
H (1.60677, 3.97999, 0.00150)
H (3.24238, 4.33762, -0.64030)
S (0.68117, 1.95204, 6.26742)
C (0.66123, 2.55819, 4.77955)
N (0.67718, 2.99221, 3.65847)

Löwdin population analysis, charges in e, atoms 1 to 6: atom 1 (O): -0.203, atom 2 (O): -0.177, atom 3 (C): -0.155, atom 4 (C): -0.053, atom 5 (H): 0.130, atom 6 (H): 0.121

(4)
# LiN2O10SSr3

A molecular structure, LiN2O10SSr3 at a distorted geometry (ωB97M-V with the def2-TZVPD basis set, the OMol25 dataset).

Summary:
Net charge = +3
E_HOMO = -12.7 eV
Lowest unoccupied orbital energy = -0.4147 Eh
Energy relative to the best compared isomer or geometry (same formula, charge and spin) = 1068.7 kJ/mol
DFT total energy = -36959.02078 eV

Element x y z (Å)
Sr (-0.68069, -0.00839, 2.75771)
Sr (-5.06308, 5.22607, -2.54547)
Sr (-0.24741, -0.82403, -3.09558)
Li (3.15597, 6.66724, 1.59124)
N (4.28583, -1.40691, 1.86819)
O (4.26479, -1.93000, 2.94923)
O (3.23478, -0.96703, 1.44230)
O (5.34865, -1.48835, 1.18665)
N (-0.38298, 3.23928, -0.55200)
O (-1.44165, 3.61920, -0.81097)
O (-0.00121, 2.06526, -0.89864)
O (0.48555, 3.98654, -0.00681)
S (-2.62709, -3.68050, -0.72778)
O (-1.87707, -2.51054, -0.28404)
O (-2.62189, -3.33327, -2.15938)
O (-1.84991, -4.89067, -0.59428)
O (-3.98252, -3.76384, -0.12034)

Löwdin population analysis, charges in e, atoms 1 to 6: atom 1 (Sr): 1.709, atom 2 (Sr): 1.404, atom 3 (Sr): 1.797, atom 4 (Li): 0.989, atom 5 (N): -0.677, atom 6 (O): 0.013

(5)
# H34O17

17 unconnected molecules or ions with the total composition H34O17 at a distorted geometry (ωB97M-V with the def2-TZVPD basis set, the OMol25 dataset).

Summary:
Net charge = 0
E_HOMO = -10.1 eV
Lowest unoccupied orbital energy = -0.0193 Eh
Energy relative to the best compared isomer or geometry (same formula, charge and spin) = 181.9 kJ/mol
DFT total energy = -35360.12560 eV

Element x y z (Å)
O (-2.60883, 1.70530, -0.77726)
H (-1.68826, 1.99869, -0.84039)
H (-2.91046, 1.52908, -1.65030)
O (2.71521, -1.59526, -0.22912)
H (2.82600, -0.64510, -0.19262)
H (2.33220, -1.60943, -1.12523)
O (0.77836, 1.77176, 1.86623)
H (0.74427, 1.18640, 2.60559)
H (1.27500, 2.56519, 2.19801)
O (0.54837, -4.28341, 0.36026)
H (0.14895, -3.47181, -0.01270)
H (0.01858, -5.01954, 0.06158)
O (-0.65593, -1.20852, 2.23287)
H (-1.08441, -2.06420, 2.40718)
H (0.28494, -1.48161, 2.17200)
O (1.64368, -1.37967, -2.64689)
H (1.04671, -2.06673, -2.58141)
H (1.18786, -0.53789, -2.66262)
O (0.23942, 0.26123, -0.38378)
H (0.40650, 0.86501, 0.35516)
H (0.06053, -0.59679, -0.05042)
O (-3.10282, -0.58577, 0.56141)
H (-2.30212, -1.05296, 0.77276)
H (-2.89902, 0.15494, -0.00713)
O (0.20497, 0.77404, -3.16790)
H (0.20319, 1.55706, -3.68835)
H (-0.28980, 0.99093, -2.37515)
O (1.85357, -1.71336, 2.24026)
H (2.06395, -1.71290, 1.30141)
H (2.53043, -1.15141, 2.66714)
O (-2.25577, 0.96042, 2.70658)
H (-1.43558, 0.46736, 2.53831)
H (-2.87418, 0.63735, 2.02430)
O (2.78070, 0.91870, -1.16083)
H (2.75392, 1.85807, -0.86662)
H (1.80064, 0.82113, -1.14596)
O (-1.64782, 3.31381, 1.73810)
H (-1.92571, 2.42143, 1.98784)
H (-1.04975, 3.05912, 1.05383)
O (-0.28421, 3.24657, -1.07747)
H (0.11002, 3.43951, -1.95537)
H (-0.94662, 3.88808, -1.06604)
O (3.84274, 0.60027, 1.72477)
H (3.98098, 0.80203, 2.64941)
H (3.09597, 1.13537, 1.59427)
O (-1.00190, -2.34640, -0.79875)
H (-1.75258, -2.90266, -0.58015)
H (-0.80939, -2.60242, -1.72017)
O (-2.76635, -0.58118, -2.36708)
H (-2.75578, -1.23403, -3.07439)
H (-2.43037, -1.08579, -1.61518)

Löwdin population analysis, charges in e, atoms 1 to 6: atom 1 (O): -0.032, atom 2 (H): -0.002, atom 3 (H): 0.029, atom 4 (O): -0.061, atom 5 (H): -0.012, atom 6 (H): 0.000

(6)
# C26H24N7O3S2Tc

A molecular structure, C26H24N7O3S2Tc at a distorted geometry (ωB97M-V with the def2-TZVPD basis set, the OMol25 dataset).

Summary:
Net charge = +1
Multiplicity = 4
E_HOMO (spin up / spin down) = -10.7 / -10.9 eV
Lowest unoccupied orbital energy (spin up / spin down) = -0.1444 / -0.1733 Eh
Energy relative to the best compared isomer or geometry (same formula, charge and spin) = 0.0 kJ/mol
DFT total energy = -67789.84750 eV

Element x y z (Å)
Tc (0.19134, -0.34938, 0.44134)
C (4.68144, -1.89468, 3.85424)
C (4.23074, -0.45078, 4.05364)
N (2.78514, -0.33698, 4.00204)
C (2.13394, -0.47088, 2.85074)
S (0.37624, -0.45688, 2.85674)
N (2.84154, -0.58788, 1.75244)
N (2.20394, -0.56988, 0.59484)
C (2.90414, -0.79868, -0.49816)
C (4.32994, -1.23108, -0.45226)
C (2.18784, -0.56668, -1.71976)
C (2.76514, -0.70368, -2.98816)
C (2.02874, -0.38788, -4.10836)
C (0.74894, 0.13312, -3.93726)
C (0.23674, 0.24752, -2.65836)
N (0.90554, -0.13608, -1.57486)
H (5.76494, -1.94208, 3.79874)
H (4.26484, -2.27858, 2.92544)
H (4.34544, -2.52198, 4.67464)
H (4.63744, 0.16252, 3.24694)
H (4.58074, -0.05898, 5.00704)
H (2.24594, -0.37108, 4.85384)
H (4.62664, -1.35258, 0.58524)
H (4.98534, -0.50198, -0.92506)
H (4.44624, -2.18318, -0.96836)
H (3.78194, -1.04808, -3.07036)
H (2.44324, -0.52618, -5.09406)
H (0.16674, 0.44382, -4.78666)
H (-0.74246, 0.67532, -2.49106)
O (-2.32606, -2.21568, 1.26174)
S (-3.01566, -1.03228, 0.85384)
O (-3.92256, -0.43268, 1.78354)
N (-1.80306, 0.08522, 0.45444)
C (-2.13346, 1.39712, 0.44834)
C (-3.41486, 1.93102, 0.33884)
C (-3.59946, 3.31172, 0.32854)
C (-2.54446, 4.18682, 0.43334)
C (-1.22716, 3.69612, 0.52834)
C (-0.08426, 4.51432, 0.62004)
C (1.15394, 3.92242, 0.66984)
C (1.25944, 2.53222, 0.64394)
N (0.20654, 1.72922, 0.57484)
C (-1.02426, 2.29402, 0.52074)
C (-3.84636, -1.34428, -0.69696)
C (-5.13456, -1.84248, -0.68476)
C (-5.76886, -2.09718, -1.89146)
C (-5.11856, -1.83488, -3.08766)
C (-3.81546, -1.36018, -3.08406)
C (-3.17046, -1.12778, -1.87986)
H (-4.25786, 1.26552, 0.27274)
H (-4.60276, 3.69442, 0.23704)
H (-2.70646, 5.25272, 0.43854)
H (-0.19906, 5.58742, 0.64944)
H (2.05274, 4.51202, 0.72164)
H (2.23184, 2.05872, 0.68054)
H (-5.60956, -2.03428, 0.26354)
H (-6.76996, -2.49788, -1.89906)
H (-5.62256, -2.01198, -4.02696)
H (-3.30146, -1.17598, -4.01676)
H (-2.14346, -0.79928, -1.83966)
O (-0.58576, -4.49148, -0.03076)
C (-0.30766, -3.37218, 0.07394)
N (0.05304, -2.23698, 0.11474)

Löwdin population analysis, charges in e, atoms 1 to 6: atom 1 (Tc): 1.417, atom 2 (C): -0.078, atom 3 (C): -0.228, atom 4 (N): 0.003, atom 5 (C): -0.759, atom 6 (S): 0.695